C37H35ClN2S2Si2Ta as an isolated structure, computed with the ωB97M-V functional and the def2-TZVPD basis.

Geometry as ORCA input:
```
! RIJCOSX wB97M-V def2-TZVPD def2/J DEFGRID3
* xyz 3 1
C -0.48 0.91 0.85
C 0.18 1.43 -0.30
C -0.75 1.44 -1.38
H 1.18 1.87 -0.32
C -2.00 0.93 -0.90
C -1.83 0.62 0.49
H -2.63 0.36 1.18
H -0.08 0.89 1.87
H -0.60 1.86 -2.37
H -2.95 0.89 -1.44
Ta -0.48 -0.64 -0.71
Si 0.85 -0.90 -4.97
C 2.39 0.10 -4.60
C 3.62 -0.55 -4.80
H 3.62 -1.55 -5.23
C 4.82 0.08 -4.46
H 5.77 -0.44 -4.63
C 4.81 1.37 -3.92
H 5.75 1.86 -3.65
C 3.59 2.02 -3.72
H 3.57 3.02 -3.27
C 2.39 1.41 -4.09
H 1.46 1.97 -3.98
C -0.70 0.19 -4.67
C -0.74 1.54 -5.07
H 0.14 2.02 -5.49
C -1.95 2.26 -5.02
H -1.96 3.29 -5.37
C -3.12 1.66 -4.56
H -4.05 2.23 -4.52
C -3.09 0.33 -4.16
H -3.99 -0.15 -3.78
C -1.91 -0.41 -4.28
H -1.93 -1.48 -4.08
H 0.62 -0.31 -1.98
Si 0.28 -0.95 -7.31
C -1.33 -0.40 -8.02
C -1.39 0.58 -9.04
H -0.47 0.93 -9.53
C -2.63 1.12 -9.41
H -2.67 1.90 -10.17
C -3.80 0.66 -8.81
H -4.76 1.11 -9.07
C -3.76 -0.39 -7.89
H -4.67 -0.79 -7.46
C -2.53 -0.94 -7.52
H -2.49 -1.78 -6.81
C 1.72 -0.06 -8.07
C 1.96 1.32 -8.01
H 1.18 2.01 -7.68
C 3.23 1.83 -8.32
H 3.43 2.90 -8.23
C 4.24 0.96 -8.75
H 5.23 1.35 -8.99
C 4.00 -0.41 -8.87
H 4.79 -1.09 -9.21
C 2.74 -0.92 -8.56
H 2.54 -1.99 -8.64
H 0.94 -1.78 -3.81
Cl -1.21 -2.54 -1.94
C 3.25 -0.04 -0.70
C 2.66 -0.87 0.38
N 1.39 -1.25 0.48
C 1.16 -2.08 1.61
C 2.30 -2.35 2.33
S 3.68 -1.53 1.67
C -0.20 -2.50 1.88
C -0.70 -3.36 2.84
S -2.42 -3.50 2.75
C -2.42 -2.41 1.38
N -1.21 -1.99 1.05
C -3.66 -2.12 0.62
H 3.10 1.03 -0.49
H 4.33 -0.24 -0.72
H 2.82 -0.28 -1.68
H 2.31 -2.98 3.20
H -0.07 -3.87 3.55
H -4.40 -2.89 0.86
H -4.08 -1.15 0.91
H -3.46 -2.13 -0.46
*
```

## Properties
HOMO level: -15.8 eV
energy above the lowest of the compared OMol25 structures with the same formula, charge and spin: 0.00 kJ/mol
gap between HOMO and LUMO: 0.194 hartree
M: 844.41 g mol⁻¹

C37H35FeGeNO3S2 as an isolated structure, computed with the ωB97M-V functional and the def2-TZVPD basis.

Geometry as ORCA input:
```
! RIJCOSX wB97M-V def2-TZVPD def2/J DEFGRID3
* xyz 3 6
Fe -0.07 0.34 0.98
O -0.26 -0.06 2.81
S -0.20 -0.61 4.26
C 1.56 -0.50 4.71
C 2.54 -0.57 3.53
C 2.96 0.82 3.03
C 3.95 0.74 1.87
S 3.20 0.73 0.21
O 1.74 0.24 0.47
C 3.07 2.44 -0.17
C 2.03 3.25 0.28
C 2.04 4.59 -0.05
C 3.08 5.11 -0.82
C 4.11 4.30 -1.25
C 4.11 2.94 -0.94
C -0.47 -2.34 4.15
C -1.09 -2.91 5.26
C -1.28 -4.28 5.28
C -0.88 -5.05 4.20
C -0.28 -4.47 3.09
C -0.07 -3.10 3.05
H 1.68 -1.35 5.39
H 1.66 0.41 5.29
H 2.11 -1.17 2.72
H 3.43 -1.10 3.86
H 3.44 1.36 3.85
H 2.09 1.42 2.75
H 4.57 -0.15 1.92
H 4.61 1.62 1.83
H 1.24 2.85 0.91
H 1.24 5.24 0.29
H 3.08 6.16 -1.07
H 4.92 4.71 -1.85
H 4.90 2.29 -1.30
H -1.41 -2.29 6.09
H -1.75 -4.75 6.14
H -1.03 -6.12 4.22
H 0.02 -5.08 2.25
H 0.40 -2.64 2.19
O -0.62 -1.31 -0.47
C -0.55 -0.34 -1.07
Ge -0.52 0.54 -3.25
C 1.30 0.22 -3.62
C 2.18 1.31 -3.61
C 3.49 1.15 -4.03
C 3.93 -0.10 -4.45
C 3.07 -1.19 -4.45
C 1.76 -1.04 -4.04
C -2.01 -0.47 -3.83
C -3.14 0.26 -4.23
C -4.23 -0.40 -4.80
C -4.20 -1.78 -4.94
C -3.09 -2.51 -4.53
C -2.00 -1.86 -3.98
H -0.85 1.98 -2.87
H 1.83 2.29 -3.29
H 4.16 2.00 -4.06
H 4.95 -0.22 -4.79
H 3.43 -2.16 -4.79
H 1.10 -1.89 -4.08
H -3.17 1.34 -4.13
H -5.09 0.16 -5.13
H -5.04 -2.29 -5.38
H -3.07 -3.59 -4.65
H -1.14 -2.45 -3.67
C -1.59 2.01 0.76
C -2.77 1.25 0.81
C -3.37 0.90 2.06
C -4.53 0.18 2.10
C -5.13 -0.25 0.90
C -4.55 0.08 -0.35
C -3.40 0.81 -0.39
C -6.32 -1.02 0.94
N -7.29 -1.65 0.97
H -1.29 2.55 1.66
H -1.32 2.48 -0.18
H -2.91 1.24 2.98
H -5.00 -0.07 3.04
H -5.05 -0.25 -1.26
H -2.99 1.09 -1.35
*
```

## Properties
HOMO level (alpha / beta): -16.3 / -16.8 eV
energy above the lowest of the compared OMol25 structures with the same formula, charge and spin: 26.73 kJ/mol
gap between HOMO and LUMO (alpha / beta): 0.242 / 0.218 hartree
M: 734.28 g mol⁻¹

C37H36As2N4O7ReS5 as an isolated structure, computed with the ωB97M-V functional and the def2-TZVPD basis.

Geometry as ORCA input:
```
! RIJCOSX wB97M-V def2-TZVPD def2/J DEFGRID3
* xyz 1 1
Re -19.93 -9.83 1.14
C -22.76 -7.93 2.98
C -22.71 -8.03 1.52
N -21.84 -8.84 0.87
C -22.11 -8.71 -0.53
C -23.12 -7.81 -0.67
N -23.52 -7.42 0.64
C -23.77 -7.22 -1.92
O -23.44 -7.73 -3.14
O -24.64 -6.40 -1.68
C -21.27 -9.43 -1.47
O -21.56 -9.45 -2.71
O -20.20 -10.02 -0.95
H -21.91 -7.39 3.45
H -22.81 -8.95 3.35
H -23.65 -7.38 3.26
H -24.23 -6.79 0.89
H -22.70 -8.44 -2.97
S -19.25 -12.88 4.77
As -20.68 -11.67 3.77
S -20.61 -12.03 1.24
S -19.83 -9.65 3.37
S -22.66 -11.65 4.46
C -18.24 -17.33 4.10
C -18.20 -16.20 3.11
C -19.01 -16.19 1.97
C -18.87 -15.23 0.95
C -19.69 -15.40 -0.32
C -18.03 -14.11 1.15
As -18.58 -12.59 -0.03
N -18.25 -10.64 0.71
C -16.96 -10.08 1.00
C -16.62 -9.40 2.21
C -15.32 -9.09 2.51
C -14.34 -9.09 1.48
C -14.77 -9.42 0.21
C -16.05 -9.99 -0.03
C -17.61 -12.72 -1.73
C -18.41 -12.60 -2.96
C -19.89 -12.29 -2.93
C -17.71 -12.73 -4.17
C -16.45 -13.27 -4.25
C -15.85 -13.53 -5.60
C -15.78 -13.51 -3.08
C -16.33 -13.29 -1.80
C -15.52 -13.86 -0.62
C -17.28 -14.04 2.33
C -16.47 -12.84 2.78
C -17.33 -15.12 3.25
H -19.16 -17.90 4.00
H -18.19 -16.88 5.14
H -17.33 -17.94 3.97
H -19.61 -17.05 1.75
H -20.08 -16.41 -0.38
H -19.10 -15.27 -1.20
H -20.55 -14.68 -0.33
H -17.37 -9.17 2.95
H -15.02 -8.81 3.50
H -13.33 -8.77 1.63
H -14.04 -9.32 -0.62
H -16.33 -10.28 -1.04
H -20.39 -12.94 -2.19
H -20.34 -12.47 -3.92
H -20.07 -11.23 -2.67
H -18.24 -12.56 -5.11
H -15.21 -12.69 -5.95
H -16.63 -13.69 -6.32
H -15.23 -14.41 -5.53
H -14.75 -13.85 -3.11
H -14.52 -14.09 -1.04
H -15.93 -14.83 -0.23
H -15.46 -13.16 0.24
H -17.12 -12.12 3.31
H -15.95 -12.31 1.97
H -15.68 -13.12 3.49
H -16.72 -15.00 4.13
O -18.18 -7.12 -3.24
S -17.81 -6.28 -2.11
O -16.80 -5.26 -2.34
N -17.80 -7.28 -0.77
C -18.89 -7.22 -0.02
O -19.10 -7.95 1.00
C -19.72 -6.00 -0.34
C -20.85 -5.49 0.31
C -21.57 -4.57 -0.41
C -20.97 -3.86 -1.47
C -19.74 -4.24 -1.99
C -19.18 -5.40 -1.50
H -21.10 -5.71 1.38
H -22.57 -4.27 -0.11
H -21.51 -3.02 -1.91
H -19.19 -3.73 -2.77
*
```

## Properties
HOMO level (alpha / beta): -11.3 / -11.3 eV
gap between HOMO and LUMO (alpha / beta): 0.175 / 0.175 hartree
M: 1145.10 g mol⁻¹

C37H36AsF5N9NaO3 as an isolated structure, computed with the ωB97M-V functional and the def2-TZVPD basis.

Geometry as ORCA input:
```
! RIJCOSX wB97M-V def2-TZVPD def2/J DEFGRID3
* xyz -2 1
Na 0.08 0.13 -0.78
C -1.04 -2.50 3.65
N -0.34 -2.02 2.50
C -0.71 -0.66 2.16
C 1.03 -2.32 2.36
C 1.82 -2.60 3.47
C 3.17 -2.95 3.36
C 3.73 -2.96 2.09
C 2.96 -2.69 0.97
C 1.57 -2.42 1.04
N 0.78 -2.22 -0.06
C 0.96 -3.01 -1.14
C 1.54 -4.31 -1.10
C 1.71 -5.10 -2.21
C 1.29 -4.68 -3.47
C 0.64 -3.45 -3.53
C 0.45 -2.64 -2.43
N -0.33 -1.43 -2.56
C -0.08 -0.69 -3.78
C -1.75 -1.70 -2.38
H -0.83 -1.94 4.58
H -0.80 -3.55 3.83
H -2.12 -2.42 3.47
H -0.64 -0.01 3.06
H -1.73 -0.59 1.78
H 0.00 -0.27 1.44
H 1.36 -2.55 4.45
H 3.75 -3.18 4.24
H 4.78 -3.20 1.96
H 3.41 -2.72 -0.01
H 1.86 -4.69 -0.14
H 2.17 -6.08 -2.10
H 1.43 -5.29 -4.35
H 0.25 -3.11 -4.49
H -0.49 -1.18 -4.68
H 0.99 -0.55 -3.91
H -0.55 0.29 -3.71
H -2.15 -2.31 -3.21
H -2.31 -0.76 -2.33
H -1.91 -2.22 -1.44
O 0.60 3.52 7.27
N -0.04 3.72 6.25
O -0.99 4.48 6.18
C 0.41 3.03 5.00
C 1.59 2.38 5.11
C 2.17 1.73 3.98
C 3.36 0.98 4.06
C 3.83 0.36 2.94
C 3.11 0.53 1.73
N 2.02 1.26 1.63
C 1.53 1.83 2.74
C 0.23 2.50 2.65
N -0.37 2.45 1.44
C -1.59 2.90 1.32
C -2.29 3.46 2.40
C -1.68 3.57 3.62
C -0.36 3.08 3.78
H 2.09 2.36 6.06
H 3.87 0.88 5.01
H 4.71 -0.26 2.95
H 3.44 0.04 0.82
H -2.06 2.79 0.35
H -3.32 3.78 2.26
H -2.21 4.00 4.45
F -2.82 0.58 -0.25
C -3.80 0.02 0.67
F -3.63 -1.37 0.44
C -5.10 0.31 -0.08
F -5.16 -0.10 -1.38
F -5.36 1.64 -0.10
F -6.16 -0.28 0.53
N -0.38 2.28 -1.82
C -0.87 3.22 -2.29
C -1.33 4.35 -2.97
C -2.50 5.05 -2.60
N -3.45 5.64 -2.31
C -0.49 4.84 -4.00
N 0.22 5.23 -4.83
C 2.24 3.43 -0.60
As 2.69 1.88 -1.66
C 2.46 2.35 -3.51
C 4.62 1.82 -1.52
O 2.10 0.38 -1.31
H 2.23 4.30 -1.26
H 3.00 3.55 0.18
H 1.26 3.29 -0.14
H 3.01 3.27 -3.72
H 1.41 2.49 -3.74
H 2.86 1.53 -4.09
H 5.05 2.69 -2.02
H 4.96 0.90 -1.99
H 4.91 1.82 -0.47
*
```

## Properties
HOMO level: -1.4 eV
energy above the lowest of the compared OMol25 structures with the same formula, charge and spin: 172.44 kJ/mol
gap between HOMO and LUMO: 0.155 hartree
M: 847.66 g mol⁻¹

C37H36BCaClN10O as an isolated structure, computed with the ωB97M-V functional and the def2-TZVPD basis.

Geometry as ORCA input:
```
! RIJCOSX wB97M-V def2-TZVPD def2/J DEFGRID3
* xyz 0 1
Ca -0.29 -0.29 0.23
Cl -5.14 0.39 6.13
C -4.21 0.22 4.66
C -4.71 0.76 3.46
C -4.00 0.63 2.29
C -2.75 -0.04 2.25
O -2.12 -0.21 1.14
C -2.23 -0.52 3.48
C -0.90 -1.04 3.61
N 0.04 -1.01 2.72
C 1.38 -1.31 3.11
C 1.80 -1.65 4.37
C 3.16 -1.88 4.68
C 4.12 -1.76 3.72
C 3.74 -1.40 2.40
C 4.69 -1.28 1.36
C 4.28 -0.92 0.11
C 2.90 -0.68 -0.11
N 1.98 -0.81 0.83
C 2.38 -1.17 2.10
C -2.99 -0.40 4.67
H -5.67 1.26 3.47
H -4.39 1.02 1.35
H -0.68 -1.42 4.61
H 1.08 -1.75 5.18
H 3.43 -2.14 5.69
H 5.17 -1.93 3.94
H 5.73 -1.46 1.57
H 4.97 -0.82 -0.71
H 2.55 -0.38 -1.08
H -2.59 -0.78 5.60
C -3.60 -1.75 -1.40
C -3.16 -0.33 -1.57
C -3.97 0.81 -1.68
C -3.10 1.87 -1.74
C -3.39 3.33 -1.83
N -1.84 1.38 -1.67
N -1.87 0.01 -1.58
B -0.55 2.22 -1.91
N 0.51 1.40 -2.69
N 0.81 0.09 -2.40
C 1.60 -0.33 -3.37
C 2.12 -1.74 -3.45
C 1.86 0.71 -4.29
C 1.13 1.78 -3.83
C 1.06 3.16 -4.41
N 0.01 2.77 -0.56
N 0.22 1.96 0.53
C 0.57 2.77 1.53
C 0.91 2.26 2.89
C 0.58 4.10 1.10
C 0.21 4.06 -0.23
C 0.05 5.20 -1.19
H -4.68 -1.79 -1.24
H -3.13 -2.21 -0.54
H -3.38 -2.35 -2.29
H -5.05 0.85 -1.70
H -4.46 3.50 -1.78
H -3.02 3.76 -2.76
H -2.91 3.88 -1.01
H -0.84 3.18 -2.57
H 2.20 -2.19 -2.45
H 3.11 -1.75 -3.91
H 1.46 -2.37 -4.05
H 2.48 0.67 -5.17
H 1.49 3.14 -5.41
H 1.63 3.87 -3.81
H 0.04 3.53 -4.48
H 0.23 1.47 3.20
H 0.85 3.07 3.62
H 1.93 1.86 2.93
H 0.81 4.98 1.68
H 0.18 6.14 -0.65
H -0.94 5.21 -1.66
H 0.79 5.16 -1.99
N 1.87 -7.22 -3.33
C 1.52 -6.33 -2.68
C 1.09 -5.20 -1.88
C 0.06 -4.38 -2.31
C -0.29 -3.30 -1.52
N 0.29 -3.03 -0.35
C 1.28 -3.83 0.06
C 1.72 -4.92 -0.67
H -0.44 -4.57 -3.25
H -1.04 -2.60 -1.86
H 1.74 -3.59 1.02
H 2.53 -5.54 -0.31
*
```

## Properties
HOMO level: -7.4 eV
energy above the lowest of the compared OMol25 structures with the same formula, charge and spin: 38.31 kJ/mol
gap between HOMO and LUMO: 0.251 hartree
M: 723.11 g mol⁻¹